Entry 1:
62
Properties=species:S:1:pos:R:3 method="wB97M-V/def2-TZVPD" gap_ev="6.158 / 4.650" total_charge=+1 de_lowest_kcal_mol=0.0 lumo_ev="-4.894 / -6.937" multiplicity=5
Pt -0.11693 0.60894 -0.73818
O -3.15375 2.66848 3.51613
C -2.11524 2.09962 4.18463
C -1.95775 2.29358 5.55900
C -0.83797 1.81524 6.24334
C 0.14635 1.10184 5.58672
C -0.00395 0.83762 4.22787
C -1.09113 1.33168 3.53400
C -1.00473 0.95688 2.12449
O -0.12484 0.14222 1.68993
N -1.98811 1.57363 1.38259
N -1.91043 1.32670 0.12519
C -2.76231 1.77983 -0.80706
C -2.34466 1.71126 -2.16317
C -3.21921 2.13872 -3.16081
C -2.96107 1.80885 -4.47862
C -1.77488 1.12502 -4.80707
C -0.84891 0.87274 -3.79119
N -1.17990 1.14267 -2.50916
H -3.66271 3.19337 4.17955
H -2.69889 2.85012 6.13378
H -0.77383 1.96633 7.33001
H 1.00490 0.70771 6.12010
H 0.75710 0.29374 3.65477
H -3.71349 2.26445 -0.59021
H -4.08631 2.71899 -2.86305
H -3.69594 2.07694 -5.23245
H -1.52394 0.77978 -5.81618
H 0.13044 0.41618 -3.93708
O 2.89110 3.47314 -0.32080
S 2.14521 2.58651 0.59435
O 1.89689 3.06956 1.94979
O 0.58909 2.37715 0.10061
C 2.85708 0.89482 0.56751
C 3.04544 0.37596 1.86834
C 3.24839 -0.99223 2.12221
C 3.44599 -1.86095 1.04789
C 3.30569 -1.37876 -0.25729
C 3.07888 -0.00075 -0.55883
S 2.67343 0.33689 -2.28937
O 2.41986 -0.88092 -3.08433
O 3.76980 1.16802 -2.79529
O 1.42530 1.14487 -2.21590
H 2.91535 1.05412 2.71063
H 3.27795 -1.34139 3.16786
H 3.68878 -2.91214 1.21392
H 3.42043 -2.12107 -1.03872
C 0.44932 -4.55207 -4.03181
C 1.14474 -4.10104 -2.73903
C 0.19736 -3.34393 -1.85073
N -0.02169 -2.09973 -2.12187
N -0.56627 -1.41180 -1.07275
C -1.03676 -2.23106 -0.10336
N -2.03590 -1.94313 0.75072
S -0.51669 -3.95027 -0.37225
H 1.19470 -4.92603 -4.75654
H -0.02066 -3.66943 -4.47714
H -0.28121 -5.33109 -3.82724
H 1.96575 -3.41201 -2.98222
H 1.56833 -4.96693 -2.21611
H -2.21871 -0.98394 0.98132
H -2.40488 -2.67352 1.33857

Entry 2:
14
Properties=species:S:1:pos:R:3 method="wB97M-V/def2-TZVPD" gap_ev="6.431 / 9.405" total_charge=+1 de_lowest_kcal_mol=66.5 lumo_ev="-5.770 / -6.055" multiplicity=3
C -0.19150 1.48886 -0.05698
C 1.18368 1.61727 -0.04883
C -1.12711 0.56486 -0.20850
C 1.81671 -0.69216 -0.00061
C 1.96098 -1.99299 0.07829
C -2.40548 -0.14914 -0.04886
O 2.02962 0.56857 -0.03777
H -0.78463 2.42033 0.09443
H 1.66357 2.58275 0.00573
H 1.66144 -2.63478 -0.69023
H 2.46223 -2.52982 0.86396
H -2.83052 0.12581 0.90347
H -2.39348 -1.25979 0.06366
H -3.04552 -0.10977 -0.91775

Entry 3:
76
Properties=species:S:1:pos:R:3 method="wB97M-V/def2-TZVPD" gap_ev="6.040 / 4.815" total_charge=+4 lumo_ev="-12.765 / -14.369" multiplicity=5
N -6.61991 4.86936 -4.16464
C -6.46272 5.29651 -2.91674
C -5.69044 4.58630 -1.97792
C -4.99017 3.41031 -2.35313
C -5.20049 2.97717 -3.70683
C -6.00963 3.74748 -4.56929
C -4.00245 2.80166 -1.45088
Ru -0.88319 0.53997 0.64982
P 4.37442 -0.42088 0.86266
C -3.15981 1.74339 -1.77447
C -1.73550 1.68363 -1.51988
C -0.94779 0.94515 -2.41500
C 0.45891 0.88285 -2.22547
C 1.12431 1.65303 -1.23275
C 0.29621 2.29856 -0.22504
C -1.13749 2.33368 -0.36481
Br 2.97509 2.23642 -1.32742
H -3.91046 3.30294 -0.48158
H -3.58439 0.90577 -2.36709
H -5.63700 4.99022 -0.97134
H -4.73398 2.07784 -4.08634
H -6.98840 6.22098 -2.63761
H -6.20802 3.46131 -5.60616
H -1.44108 0.54897 -3.31531
H -1.78767 2.95489 0.28198
H 0.97719 0.33762 -2.99758
H 0.74639 3.03982 0.44721
P -0.49161 -1.67366 0.61917
C 4.90814 1.30198 1.18315
C 6.29493 1.64736 0.58446
H 4.90477 1.49132 2.28229
H 4.29379 2.10824 0.74112
H 6.42284 2.73770 0.67834
H 7.10184 1.13986 1.13001
H 6.35351 1.39122 -0.48540
C 3.98044 -1.06182 -0.82419
C 4.97141 -2.09910 -1.41735
H 3.93570 -0.21674 -1.52997
H 2.96944 -1.51542 -0.81206
H 4.70320 -2.29324 -2.46797
H 6.00570 -1.73054 -1.39785
H 4.92879 -3.05601 -0.87759
C 3.25643 -1.11691 2.15912
C 4.08759 -1.73620 3.31631
H 2.62994 -1.90539 1.68604
H 2.53328 -0.35238 2.51904
H 3.50231 -2.48610 3.86202
H 4.97673 -2.25306 2.93134
H 4.43027 -0.97965 4.03921
C -0.06661 -3.03387 1.86324
C -1.08401 -4.18364 1.83156
H 0.04756 -2.60997 2.87017
H 0.92027 -3.42207 1.57649
H -2.08633 -3.85755 2.15481
H -1.16702 -4.59177 0.81252
H -0.76195 -5.00939 2.48823
C 0.26147 -2.51499 -0.83995
C -0.33796 -2.42551 -2.24127
H 0.36059 -3.57425 -0.56626
H 1.26546 -2.08055 -0.84073
H -1.31806 -2.92373 -2.30116
H -0.44885 -1.40296 -2.61432
H 0.36369 -2.94385 -2.90166
C -2.30015 -1.68880 0.16993
C -3.01638 -0.68981 1.03847
H -2.65249 -2.71334 0.35191
H -2.37888 -1.43505 -0.90610
H -3.90004 -0.31518 0.50392
H -3.35148 -1.16913 1.96730
H -2.40900 0.21698 1.35635
C -0.42594 -0.92014 5.22863
C -0.28601 -0.53002 3.82830
N -0.30104 0.11221 2.83288
H -1.41656 -0.61557 5.59685
H 0.31895 -0.44178 5.87586
H -0.35065 -2.00267 5.39036

Entry 4:
59
Properties=species:S:1:pos:R:3 method="wB97M-V/def2-TZVPD" gap_ev=9.158 total_charge=+1 de_lowest_kcal_mol=0.0 lumo_ev=-2.535 multiplicity=1
O 5.04294 -0.57953 -3.80167
O 0.23597 4.55686 3.13303
O -4.20276 3.72864 4.85565
O 3.21573 -8.78027 -4.65490
O 4.44266 -7.69336 -3.21577
O 5.74214 -2.41630 -2.68452
O 0.19092 0.06158 -2.52128
O 1.32753 -4.37792 -1.08526
C 4.79704 -1.53250 -3.08030
C -0.25937 3.74906 3.91594
C -3.80907 4.55534 4.04610
C -1.82436 2.00675 0.15534
C -1.87584 3.12574 0.94182
C 0.00792 3.19607 -0.22022
C -0.08955 -6.45374 -3.76331
C 0.02020 -5.50467 -2.74539
C 0.76511 -2.13259 -1.72308
C 2.42777 -0.72700 -2.76393
C 3.02179 -2.93966 -2.01263
C 1.01120 -7.24430 -4.10580
C 2.31637 -6.15858 -2.38999
C 1.12109 -0.92046 -2.31686
C 1.70456 -3.16195 -1.59292
C 1.22627 -5.33947 -2.05969
C 3.40681 -1.72861 -2.61118
C 2.24458 -7.11518 -3.42993
N -0.64103 2.06253 -0.56100
N -4.43109 5.72346 3.84574
N -1.56892 3.49386 3.94651
N 3.36512 -7.91055 -3.78572
N -0.73196 3.86222 0.68873
C 0.61635 2.99081 4.88349
C -5.62536 6.14391 4.58124
C -2.99132 3.48465 1.90307
C -2.57847 4.24645 3.18044
H 6.56380 -2.11296 -3.10176
H 0.19742 0.28071 -3.47417
H -2.56657 1.21652 0.11786
H 1.01177 3.47013 -0.53548
H -1.03013 -6.57866 -4.29301
H -0.83290 -4.88912 -2.48174
H -0.25256 -2.30489 -1.39165
H 2.70275 0.21145 -3.23758
H 3.75370 -3.73221 -1.89001
H 0.89471 -7.96950 -4.90815
H 3.23452 -6.03481 -1.82491
H -0.28814 1.32956 -1.18315
H -4.04520 6.36715 3.17423
H -1.91166 2.84418 4.64367
H -0.37692 4.59697 1.30730
H 1.65851 3.25566 4.70752
H 0.48416 1.91984 4.74210
H 0.34610 3.26271 5.90288
H -5.95008 7.13315 4.25325
H -6.43563 5.42949 4.41779
H -5.40885 6.17797 5.65161
H -3.49416 2.56224 2.20371
H -3.72250 4.08532 1.35868
H -2.15309 5.20778 2.88920

Entry 5:
81
Properties=species:S:1:pos:R:3 method="wB97M-V/def2-TZVPD" gap_ev=6.743 total_charge=0 de_lowest_kcal_mol=32.0 lumo_ev=-0.129 multiplicity=1
Ir -1.21704 -0.83064 0.60723
O -7.01835 -0.28827 0.30426
C -6.18731 0.71879 0.85691
C -4.70993 0.27006 0.78799
C -3.96158 1.44230 1.42982
O -2.54961 1.25873 1.48226
C -4.61841 -1.03788 1.57913
Se -2.88230 -1.87086 1.97784
C -4.39698 0.05240 -0.69594
Se -2.52988 -0.10314 -1.26261
H -7.93443 -0.00964 0.38187
H -6.45719 0.91008 1.90316
H -6.29880 1.65567 0.29636
H -4.34385 1.57146 2.45003
H -4.18954 2.35168 0.85905
H -2.15656 2.00734 1.94220
H -5.21235 -1.78115 1.05272
H -5.07083 -0.88865 2.56253
H -4.78729 0.89127 -1.27744
H -4.91912 -0.84150 -1.02990
C 0.41989 1.23955 3.37702
C 0.79052 -0.19917 3.18865
C 1.62600 -0.87123 4.06055
C 1.95510 -2.20458 3.79625
C 1.47130 -2.84774 2.68113
C 0.65182 -2.10361 1.81441
N 0.34587 -0.80812 2.08660
N -0.02023 -2.47738 0.71368
Si 0.32290 -3.76299 -0.40966
C -0.49411 -3.32499 -2.02874
C 2.19173 -3.85468 -0.61712
C -0.32652 -5.40285 0.20953
H 1.32084 1.85664 3.38343
H -0.10262 1.39382 4.32098
H -0.21112 1.56562 2.55245
H 2.01659 -0.36188 4.92988
H 2.58045 -2.74646 4.49480
H 1.65912 -3.89474 2.49281
H -0.37988 -2.26524 -2.26399
H -1.56539 -3.52722 -1.99153
H -0.06620 -3.90660 -2.84869
H 2.62359 -2.85493 -0.72838
H 2.45233 -4.43406 -1.50517
H 2.68360 -4.32330 0.23634
H -1.40390 -5.33536 0.37073
H 0.13291 -5.69758 1.15490
H -0.13861 -6.19797 -0.51559
F 6.41627 1.93146 1.97165
C 5.26095 1.61290 1.35712
C 4.81526 2.41867 0.32552
C 3.62339 2.08904 -0.29857
C 2.88870 0.97368 0.10072
C 3.37992 0.17928 1.13209
C 4.56957 0.49593 1.77579
Sb 1.07972 0.44397 -0.90324
C 1.86764 0.42870 -2.88655
C 2.31314 -0.78638 -3.40256
C 2.88575 -0.86246 -4.66301
C 2.99308 0.29841 -5.40207
F 3.54375 0.23780 -6.62909
C 2.55260 1.51901 -4.93100
C 1.98863 1.57551 -3.66466
C 0.26359 2.41790 -0.92469
C 0.50404 3.28413 0.13770
C -0.13016 4.51716 0.21876
C -1.00678 4.86752 -0.78772
F -1.62591 6.06374 -0.72231
C -1.27210 4.03816 -1.85963
C -0.63645 2.80751 -1.91418
H 5.40031 3.27663 0.02376
H 3.26195 2.71891 -1.10320
H 2.84356 -0.70840 1.44682
H 4.95758 -0.10908 2.58390
H 2.21056 -1.69862 -2.82363
H 3.24138 -1.79724 -5.07365
H 2.65223 2.40048 -5.54935
H 1.64283 2.53117 -3.28968
H 1.20348 3.00679 0.91772
H 0.05086 5.20088 1.03711
H -1.97205 4.35147 -2.62208
H -0.86194 2.14442 -2.74053

Entry 6:
21
Properties=species:S:1:pos:R:3 method="wB97M-V/def2-TZVPD" gap_ev=10.413 total_charge=0 de_lowest_kcal_mol=18.5 lumo_ev=0.938 multiplicity=1
C 0.71070 -0.02235 -0.08587
C -0.61775 0.67043 0.33629
C 1.88439 0.95083 0.19148
C 0.93385 -1.31527 0.72153
C 0.69448 -0.36706 -1.58738
C -1.88565 -0.11980 0.14544
C -3.09149 0.35525 0.48492
H -0.71510 1.60855 -0.22736
H -0.54545 0.94279 1.39841
H -1.82661 -1.11596 -0.28441
H 1.91152 -1.75611 0.49413
H 0.48019 0.52107 -2.19253
H 2.41296 1.22631 -0.72803
H 1.54349 1.88428 0.65315
H 2.62638 0.51422 0.86938
H 0.17844 -2.07498 0.49576
H 0.89934 -1.11762 1.79874
H 1.66413 -0.76428 -1.90942
H -0.05931 -1.12433 -1.82622
H -3.21158 1.34369 0.91776
H -3.98688 -0.23975 0.33433

Entry 7:
14
Properties=species:S:1:pos:R:3 method="wB97M-V/def2-TZVPD" gap_ev=9.128 total_charge=0 de_lowest_kcal_mol=145.7 lumo_ev=1.187 multiplicity=1
C 0.93678 -1.21599 0.17420
C -2.41449 -0.28975 0.64066
C -2.34100 0.72248 -0.13386
C -0.06733 -0.38301 -0.18891
C 1.99457 -0.15696 0.06161
C 0.86673 0.79408 -0.47451
N -1.56038 -0.47044 -0.50420
H 0.96280 -2.28267 0.40559
H -2.86246 -0.93472 1.51360
H -2.48522 1.69535 -0.45346
H 2.29239 0.11561 0.99027
H 2.94965 -0.34808 -0.61588
H 1.14519 1.11095 -1.46009
H 0.58275 1.64314 0.04498

Entry 8:
46
Properties=species:S:1:pos:R:3 method="wB97M-V/def2-TZVPD" gap_ev=6.632 total_charge=+4 lumo_ev=-14.461 multiplicity=1
Hf 0.69601 0.71903 0.15498
N 1.71378 1.43407 2.00379
C 1.98459 2.75224 1.31441
C 0.63066 3.38164 0.87463
C 0.58033 3.99085 -0.54634
C -0.07527 3.10948 -1.59173
N 0.71108 1.80175 -1.79470
H 1.12198 1.58507 2.82585
H 2.57253 1.01900 2.37001
H 2.66669 2.55599 0.46963
H 2.54426 3.42371 1.96483
H 0.36128 4.14245 1.60845
H -0.22119 2.67380 1.04107
H 1.58835 4.27697 -0.86086
H 0.01172 4.92009 -0.51564
H -0.14828 3.61498 -2.55299
H -1.08796 2.82408 -1.29808
H 1.62739 2.02967 -2.19292
H 0.25160 1.26900 -2.54026
N -1.24658 0.15134 0.47552
C -2.36652 -0.21920 0.66332
C -3.64024 -0.63744 0.87811
C -4.69243 -0.12328 0.05105
C -5.96823 -0.54732 0.29208
C -6.20994 -1.46134 1.33168
C -5.18578 -1.96989 2.14716
C -3.89597 -1.57185 1.93526
H -4.47955 0.58264 -0.74081
H -6.78732 -0.18109 -0.31194
H -7.22916 -1.78555 1.51276
H -5.41680 -2.67100 2.93776
H -3.08786 -1.94627 2.54996
C 4.07993 -4.39078 -1.64247
C 3.32051 -3.20464 -1.17598
C 3.68354 -2.49146 -0.01596
C 2.96990 -1.39940 0.37339
N 1.87476 -0.94349 -0.32911
C 1.51151 -1.65093 -1.45949
C 2.19195 -2.74440 -1.89086
H 4.90168 -4.65435 -0.98323
H 4.47012 -4.19150 -2.64756
H 3.39994 -5.24334 -1.74425
H 4.53290 -2.80338 0.57884
H 3.24966 -0.85796 1.26641
H 0.63430 -1.30999 -2.00230
H 1.85615 -3.25799 -2.78345

Entry 9:
25
Properties=species:S:1:pos:R:3 method="wB97M-V/def2-TZVPD" gap_ev="6.966 / 7.026" total_charge=0 de_lowest_kcal_mol=79.1 lumo_ev="-1.423 / -1.426" multiplicity=1
C 1.77623 0.52574 -1.21882
C 0.49709 -1.63397 -1.95128
C -1.08724 -0.48412 2.37823
C 0.00354 1.79165 1.55445
C 0.95621 -0.75888 -0.70511
C 0.00887 0.23100 1.42451
N -0.21778 -0.27929 0.06128
P -1.49916 0.27414 -0.88724
S -1.01906 1.07293 -3.51510
Cl -2.72732 -1.32731 -0.80320
H 2.05198 1.13206 -0.34505
H 2.67367 0.17290 -1.87810
H 0.98452 1.07353 -1.86381
H 1.31462 -1.82376 -2.69018
H -0.24539 -0.95574 -2.37131
H 0.26247 -2.68418 -1.54025
H -0.68310 -0.60413 3.48042
H -1.99728 0.20731 2.40700
H -1.31106 -1.50168 1.96829
H -1.03474 1.94521 2.00598
H 0.05954 2.31937 0.69690
H 0.80449 1.93573 2.38875
H 1.65269 -1.42955 -0.14807
H 0.97449 -0.29556 1.66502
H -2.19828 1.09659 -0.11331

Entry 10:
47
Properties=species:S:1:pos:R:3 method="wB97M-V/def2-TZVPD" gap_ev=6.277 total_charge=0 de_lowest_kcal_mol=41.1 lumo_ev=-1.963 multiplicity=1
C 1.24302 -4.16574 0.09897
C -0.25657 -4.23763 0.17748
C -0.69749 -2.77079 0.18112
O -1.88470 -2.44856 0.19127
N 0.39459 -1.94500 0.15804
C 1.54856 -2.66455 0.02410
O 2.69146 -2.23355 -0.14472
H 1.70795 -4.59120 0.99379
H 1.64063 -4.67824 -0.78206
H -0.69610 -4.75695 -0.68064
H -0.60088 -4.72284 1.09555
C -5.45455 1.67670 -2.23161
O -4.36865 0.83282 -2.66653
C -3.27773 0.69753 -1.87029
C -2.18802 -0.01947 -2.42728
C -1.00365 -0.09490 -1.74255
C -0.86134 0.49924 -0.47010
C 0.41243 0.47860 0.18942
C 0.60754 0.70157 1.61034
C 1.98037 1.07819 1.81283
C 2.40977 1.56184 3.03725
C 1.51090 1.56326 4.11117
C 0.18585 1.12396 3.93739
C -0.27581 0.69895 2.68416
C 2.64731 1.07878 0.52252
C 1.68105 0.71265 -0.48210
C 2.00899 0.83790 -1.82459
C 3.30803 1.23553 -2.16921
C 4.24429 1.59465 -1.18299
C 3.90170 1.54903 0.17478
C -1.96770 1.16455 0.10105
C -3.16869 1.26277 -0.57711
H -6.13041 1.67708 -3.08715
H -5.95364 1.25020 -1.35092
H -5.11154 2.69811 -2.01434
H -2.30562 -0.47802 -3.40435
H -0.17513 -0.66492 -2.15592
H 3.42227 1.95529 3.12115
H 1.83556 1.92760 5.08707
H -0.50412 1.13004 4.78464
H -1.29950 0.35345 2.54558
H 1.27409 0.61604 -2.59303
H 3.58842 1.28097 -3.22480
H 5.24065 1.92785 -1.47575
H 4.57416 1.88101 0.96441
H -1.86917 1.63134 1.08068
H -4.00859 1.79488 -0.12669